1.
ORCA calculation (wB97M-V/def2-TZVPD) on a 3-piece molecular cluster, C6H22ClN4OP overall in a non-equilibrium geometry.

Geometry as XYZ:
```
35
Properties=species:S:1:pos:R:3:lowdin_charge:R:1
N 0.81 -2.82 6.66 0.2676
H 0.11 -3.53 6.45 0.1405
H 0.50 -2.31 7.47 0.1381
H 0.61 -2.12 5.96 -0.1322
H 1.75 -3.17 6.71 0.1461
Cl 0.19 -0.47 4.76 -0.4505
O 0.49 -1.63 -0.97 -0.2342
P 0.14 -0.24 -1.25 0.6368
N -1.58 -0.15 -1.59 -0.3045
C -2.38 -0.48 -0.49 -0.1421
C -2.17 -0.40 -2.93 -0.0816
N 0.99 0.44 -2.66 -0.1762
C 0.47 1.77 -3.01 -0.0972
C 2.35 0.10 -2.99 -0.0484
N 0.42 0.83 0.05 -0.1799
C 1.31 0.41 1.15 -0.0475
C -0.43 2.01 0.30 -0.0615
H -2.79 0.50 -0.24 0.0860
H -1.83 -1.02 0.28 0.0986
H -3.26 -1.07 -0.70 0.1016
H -1.53 -0.03 -3.74 0.0681
H -3.02 0.26 -3.08 0.0847
H -2.61 -1.35 -3.20 0.0934
H -0.49 2.03 -2.55 0.0593
H 0.99 2.64 -2.61 0.1029
H 0.26 1.89 -4.08 0.1053
H 2.42 -0.94 -3.29 0.1037
H 2.80 0.72 -3.76 0.1065
H 2.86 0.22 -2.03 0.0999
H 1.76 -0.56 0.94 0.0876
H 2.22 1.01 1.22 0.0999
H 0.79 0.53 2.10 0.0433
H 0.05 2.94 0.61 0.1073
H -1.14 1.73 1.07 0.1069
H -1.05 2.25 -0.57 0.0717
```

The expectation value of S² is 0.7632. The HOMO-LUMO gap (alpha / beta) is 8.68 / 3.77 eV. Its spin multiplicity is 2. Its largest force on an atom is 0.0937 Eh/bohr. As for the charge: +1. The value obtained for the electronic energy is -36390.28450 eV.

---

2.
ORCA calculation (wB97M-V/def2-TZVPD) on a 5-piece molecular cluster, C6H22N2O4 overall in a non-equilibrium geometry.

Geometry as XYZ:
```
34
Properties=species:S:1:pos:R:3:lowdin_charge:R:1
C -1.39 0.98 -0.39 -0.2179
C -0.54 -0.30 -0.03 -0.1196
C 0.47 -0.62 -1.07 -0.1434
C 1.78 -0.18 -0.90 -0.0625
N 2.76 -0.41 -1.77 0.2146
C 0.17 -1.60 -2.15 -0.1593
C -1.33 -1.97 -2.33 -0.0503
N -2.61 0.91 0.43 0.0268
H -0.79 1.86 -0.19 0.0797
H -1.60 1.03 -1.46 0.1173
H -0.03 -0.01 0.89 0.1212
H -1.18 -1.16 0.13 0.1270
H 2.14 0.41 -0.07 0.1494
H 2.58 -0.86 -2.66 0.1311
H 3.69 -0.48 -1.38 0.1457
H 0.51 -1.35 -3.16 0.1257
H 0.72 -2.51 -1.88 0.1328
H -2.00 -1.21 -1.94 0.0643
H -1.53 -2.90 -1.83 0.0839
H -1.56 -2.16 -3.37 0.0841
H -3.03 1.82 0.41 0.0921
H -3.26 0.39 -0.10 0.0705
H 0.54 3.13 0.82 0.0107
H 1.55 2.55 -0.20 0.0024
O 0.90 3.24 -0.07 -0.0432
H 1.89 -2.72 0.17 -0.0075
H 3.31 -3.09 0.69 0.0456
O 2.40 -2.90 0.95 -0.0279
H 0.05 1.80 3.35 0.0529
H -1.17 2.04 2.47 0.0177
O -0.24 2.28 2.57 -0.0489
H -2.56 0.03 2.46 0.0038
H -1.85 -0.70 3.60 0.0338
O -2.17 0.15 3.34 -0.0524
```

The expectation value of S² is 0.7568. The HOMO-LUMO gap (alpha / beta) is 10.18 / 6.75 eV. Its spin multiplicity is 2. Its largest force on an atom is 0.0264 Eh/bohr. As for the charge: +1. The value obtained for the electronic energy is -17741.30934 eV. The energy above the lowest of the compared OMol25 structures with the same formula, charge and spin is 0.0 kJ/mol.

---

3.
ORCA calculation (wB97M-V/def2-TZVPD) on a 5-piece molecular cluster, C6H22NO5 overall in a non-equilibrium geometry.

Geometry as XYZ:
```
34
Properties=species:S:1:pos:R:3:lowdin_charge:R:1
C -0.32 -1.31 1.34 -0.1681
N 0.05 0.18 1.48 -0.0793
C 1.48 0.49 1.56 -0.3582
O 1.94 0.76 0.25 -0.3616
C -1.76 -1.16 0.80 -0.2032
C -1.75 -1.02 -0.78 -0.2029
C -1.15 0.32 -1.36 -0.2488
C -1.50 0.39 -2.90 -0.0949
H 0.36 -1.83 0.57 0.1261
H -0.25 -1.82 2.29 0.0936
H -0.33 0.75 0.71 0.0636
H 2.19 -0.27 2.01 0.1124
H 1.59 1.35 2.23 0.0963
H -2.26 -2.02 1.34 0.1120
H -2.25 -0.19 1.06 0.0829
H -1.14 -1.78 -1.32 0.0992
H -2.87 -0.95 -1.12 0.1234
H 0.01 0.35 -1.28 0.1004
H -1.51 1.15 -0.81 0.0807
H -1.70 1.40 -3.10 0.0428
H -0.82 -0.14 -3.53 0.0585
H -2.41 -0.21 -3.12 0.0630
H 1.99 -0.21 -1.18 0.0372
H 1.22 -1.43 -1.66 0.0179
O 1.99 -0.92 -1.90 -0.0827
H 3.32 -0.78 0.71 -0.0101
H 2.99 -1.26 -0.81 -0.0227
O 3.51 -1.50 0.05 -0.1691
H 1.22 1.96 -0.01 -0.0494
H 2.23 2.83 0.49 0.0316
O 1.25 2.91 0.37 -0.1977
H -1.22 0.87 2.79 -0.0345
H -2.08 1.66 1.94 0.0595
O -1.99 1.41 2.92 -0.1182
```

The HOMO-LUMO gap is 7.90 eV. Its largest force on an atom is 0.0786 Eh/bohr. As for the charge: -1. The value obtained for the electronic energy is -18305.42842 eV. The energy above the lowest of the compared OMol25 structures with the same formula, charge and spin is 289.4 kJ/mol.

---

4.
ORCA calculation (wB97M-V/def2-TZVPD) on a 5-piece molecular cluster, C6H22O6 overall in a non-equilibrium geometry.

Geometry as XYZ:
```
34
Properties=species:S:1:pos:R:3:lowdin_charge:R:1
C -1.79 3.63 -1.77 -0.2164
C -1.51 4.13 -3.17 -0.2173
O -0.72 5.33 -3.02 -0.0877
O -0.65 2.94 -1.25 -0.0863
H -2.61 2.92 -1.76 0.1230
H -1.98 4.43 -1.04 0.1246
H -2.41 4.36 -3.75 0.1180
H -0.82 3.44 -3.67 0.1228
H -0.47 5.74 -3.84 0.0789
H 0.07 3.55 -1.09 0.0923
C 1.48 0.33 4.92 -0.1522
O 0.08 0.16 5.14 -0.1288
H 1.67 0.14 3.86 0.0657
H 1.79 1.33 5.23 0.0781
H 2.05 -0.40 5.50 0.0744
H -0.22 -0.58 4.61 0.0640
C -0.30 -2.97 -2.52 -0.1655
O -1.40 -2.12 -2.33 -0.1307
H -0.47 -3.57 -3.41 0.0748
H 0.63 -2.41 -2.66 0.0790
H -0.16 -3.63 -1.65 0.0596
H -1.17 -1.39 -1.74 0.0317
C 0.48 -0.08 0.77 -0.1433
O -0.15 -0.05 -0.51 -0.1269
H 0.03 0.58 1.52 0.0800
H 0.35 -1.08 1.17 0.0558
H 1.53 0.23 0.67 0.0826
H -0.49 0.84 -0.64 0.0516
C 1.32 -3.98 1.23 -0.1636
O 1.39 -5.11 0.37 -0.1219
H 0.63 -3.21 0.89 0.0476
H 0.89 -4.26 2.20 0.0784
H 2.34 -3.62 1.32 0.0834
H 0.60 -5.64 0.46 0.0744
```

The HOMO-LUMO gap is 10.15 eV. Its largest force on an atom is 0.0274 Eh/bohr. The value obtained for the electronic energy is -18861.16557 eV. The energy above the lowest of the compared OMol25 structures with the same formula, charge and spin is 369.2 kJ/mol.

---

5.
ORCA calculation (wB97M-V/def2-TZVPD) on a 6-piece molecular cluster, C6H22O6 overall in a non-equilibrium geometry.

Geometry as XYZ:
```
34
Properties=species:S:1:pos:R:3:lowdin_charge:R:1
C -1.33 -0.12 1.53 -0.2497
O -2.38 0.68 0.98 -0.0887
C -1.74 -1.59 1.61 -0.1793
C -1.86 -2.29 0.26 -0.1891
C -0.64 -2.17 -0.67 -0.1267
C 0.66 -1.96 -0.57 -0.1783
C 1.64 -2.16 -1.71 -0.1018
H -1.06 0.27 2.52 0.1212
H -0.42 -0.01 0.93 0.0862
H -2.99 0.80 1.71 0.0961
H -2.77 -1.62 2.03 0.1159
H -1.04 -2.08 2.29 0.1184
H -2.76 -2.05 -0.33 0.1073
H -1.98 -3.36 0.42 0.1087
H -0.96 -2.49 -1.67 0.1107
H 1.30 -1.73 0.29 0.1052
H 1.26 -2.12 -2.75 0.0842
H 2.29 -1.30 -1.77 0.0538
H 2.06 -3.15 -1.52 0.0743
H 2.40 1.06 0.99 0.0013
H 2.62 0.23 2.28 0.0396
O 2.08 0.96 1.93 -0.0991
H 1.61 3.09 1.29 0.0550
H 0.79 2.94 0.16 0.0247
O 1.69 3.28 0.33 -0.0744
H -2.16 0.35 -0.81 -0.0003
H -2.80 1.33 -1.70 0.0733
O -2.19 0.56 -1.76 -0.0724
H 3.10 2.16 -0.52 0.0375
H 2.10 1.13 -1.12 0.0119
O 2.98 1.22 -0.71 -0.0882
H -0.41 2.26 -1.17 0.0566
H -0.30 0.87 -1.59 0.0438
O 0.24 1.55 -1.13 -0.0775
```

The HOMO-LUMO gap is 9.64 eV. Its largest force on an atom is 0.0433 Eh/bohr. The value obtained for the electronic energy is -18862.84227 eV. The energy above the lowest of the compared OMol25 structures with the same formula, charge and spin is 207.4 kJ/mol.

---

6.
ORCA calculation (wB97M-V/def2-TZVPD) on a 7-piece molecular cluster, C6H22O6 overall in a non-equilibrium geometry.

Geometry as XYZ:
```
34
Properties=species:S:1:pos:R:3:lowdin_charge:R:1
C -1.03 2.66 -1.44 -0.1177
C -0.52 2.80 -0.01 -0.2525
C 0.34 1.63 0.42 -0.1251
C 1.27 1.75 1.35 -0.1300
C 2.16 0.66 1.81 -0.1759
C 2.94 -0.05 1.00 -0.0080
H -0.25 2.50 -2.17 0.0634
H -1.64 3.53 -1.75 0.0741
H -1.76 1.85 -1.51 0.0697
H -1.37 2.84 0.69 0.1111
H 0.03 3.74 0.07 0.1089
H 0.13 0.69 -0.08 0.0969
H 1.46 2.69 1.87 0.1129
H 2.16 0.50 2.89 0.0967
H 2.97 0.10 -0.07 0.0498
H 3.61 -0.81 1.36 0.0567
H -1.86 -1.84 -2.62 0.0668
H -0.57 -1.19 -2.01 0.0403
O -1.43 -1.65 -1.79 -0.0764
H -0.71 -2.74 0.81 0.0302
H -0.69 -2.87 -0.68 0.0161
O -0.25 -3.23 0.12 -0.0625
H -1.93 0.83 2.96 0.0200
H -2.59 -0.28 2.11 -0.0284
O -2.79 0.45 2.72 -0.0870
H 1.38 -2.68 -0.15 0.0280
H 2.59 -3.19 -0.89 0.0689
O 2.22 -2.36 -0.57 -0.0857
H -2.17 -1.29 -0.06 0.0480
H -3.26 -1.93 0.88 0.0762
O -2.40 -1.50 0.88 -0.0618
H 1.62 -1.22 -1.74 0.0185
H 1.24 0.24 -2.04 0.0275
O 1.08 -0.65 -2.35 -0.0696
```

The HOMO-LUMO gap is 9.34 eV. Its largest force on an atom is 0.0291 Eh/bohr. The value obtained for the electronic energy is -18863.76111 eV. The energy above the lowest of the compared OMol25 structures with the same formula, charge and spin is 118.7 kJ/mol.